No. 1
ORCA calculation (ωB97M-V/def2-TZVPD) on a structure of composition C44H48AsN8O3Pb.

ORCA input file:
```
! RIJCOSX wB97M-V def2-TZVPD def2/J DEFGRID3
* xyz 1 1
Pb -0.741 -0.221 1.869
C -4.412 -0.201 0.786
N -3.691 -0.406 2.034
C -4.143 0.376 3.175
C -3.035 1.056 3.922
N -1.774 1.129 3.574
C -1.138 1.868 4.574
C 0.199 2.228 4.724
C 0.528 2.976 5.835
C -0.435 3.358 6.781
C -1.761 3.001 6.647
C -2.084 2.249 5.524
N -3.283 1.715 5.078
C -3.711 0.778 -0.112
N -2.595 1.380 0.179
C -2.294 2.147 -0.940
C -1.219 3.001 -1.171
C -1.153 3.635 -2.395
C -2.140 3.437 -3.372
C -3.224 2.608 -3.152
C -3.277 1.969 -1.919
N -4.187 1.092 -1.353
H -5.444 0.138 0.948
H -4.487 -1.161 0.267
H -3.689 -1.387 2.276
H -4.683 -0.257 3.890
H -4.847 1.146 2.843
H 0.948 1.896 4.022
H 1.558 3.265 5.992
H -0.129 3.937 7.640
H -2.502 3.288 7.379
H -4.172 1.768 5.546
H -0.474 3.166 -0.406
H -0.329 4.301 -2.606
H -2.057 3.956 -4.316
H -3.987 2.469 -3.905
H -5.029 0.743 -1.776
N -1.956 -2.720 0.280
C -2.423 -3.476 1.435
C -1.949 -3.161 2.869
O -2.294 -3.964 3.729
N -1.200 -2.066 3.075
C -0.583 -1.938 4.389
C 0.812 -1.309 4.266
O 1.720 -1.640 4.997
O 0.939 -0.409 3.328
H -2.273 -1.759 0.274
H -0.945 -2.722 0.199
H -2.162 -4.525 1.284
H -3.518 -3.463 1.442
H -0.516 -2.907 4.884
H -1.168 -1.280 5.044
C 1.072 -5.431 -5.323
C 1.029 -4.168 -4.515
C -0.179 -3.588 -4.156
C -0.236 -2.424 -3.397
C -1.583 -1.834 -3.083
C 0.970 -1.846 -2.998
As 0.867 -0.444 -1.662
N 1.457 -1.485 -0.359
C 2.345 -1.485 0.625
C 3.563 -0.740 0.608
C 4.467 -0.887 1.624
C 4.168 -1.718 2.712
C 2.987 -2.451 2.765
C 2.098 -2.363 1.723
C 1.768 1.225 -2.103
C 2.247 2.101 -1.122
C 2.056 1.915 0.356
C 2.863 3.282 -1.530
C 2.959 3.640 -2.862
C 3.632 4.911 -3.285
C 2.364 2.808 -3.807
C 1.747 1.620 -3.460
C 1.046 0.842 -4.540
C 2.209 -2.380 -3.364
C 3.531 -1.746 -3.035
C 2.206 -3.537 -4.129
H 0.124 -5.961 -5.276
H 1.858 -6.095 -4.965
H 1.281 -5.211 -6.371
H -1.106 -4.048 -4.473
H -2.222 -1.889 -3.964
H -1.516 -0.782 -2.788
H -2.073 -2.375 -2.270
H 3.773 -0.110 -0.244
H 5.407 -0.354 1.599
H 4.873 -1.791 3.529
H 2.762 -3.059 3.627
H 1.171 -2.921 1.730
H 1.352 1.119 0.595
H 1.666 2.839 0.787
H 2.991 1.701 0.872
H 3.249 3.951 -0.771
H 3.975 5.485 -2.427
H 2.953 5.535 -3.868
H 4.494 4.694 -3.917
H 2.364 3.107 -4.849
H 1.061 1.409 -5.468
H -0.002 0.665 -4.283
H 1.510 -0.124 -4.731
H 3.447 -0.900 -2.356
H 3.997 -1.376 -3.951
H 4.208 -2.477 -2.596
H 3.157 -3.960 -4.429
*
```

Properties
Kohn-Sham gap (alpha / beta) (eV): 5.17 / 5.52
LUMO (alpha / beta) (eV): -5.147 / -4.796
E_HOMO (alpha / beta) (eV): -10.32 / -10.32

Atom charges from the Löwdin analysis, given in e for atoms 1 to 2: Pb 1.35; C -0.13



No. 2
ORCA calculation (ωB97M-V/def2-TZVPD) on a structure of composition C44H48BCl5N6O7P2S2Ti.

ORCA input file:
```
! RIJCOSX wB97M-V def2-TZVPD def2/J DEFGRID3
* xyz 0 1
Ti -20.291 -3.631 11.439
O -22.639 -0.043 11.701
S -22.443 -1.399 12.209
O -23.471 -2.353 11.850
O -20.979 -1.882 11.814
C -22.322 -1.358 13.989
C -23.200 -0.389 14.533
C -23.450 -0.372 15.891
C -22.893 -1.357 16.696
C -22.037 -2.351 16.217
C -21.748 -2.389 14.841
S -20.602 -3.684 14.333
O -20.544 -4.598 15.451
O -19.351 -3.030 13.937
O -21.259 -4.331 13.040
H -23.744 0.318 13.869
H -24.055 0.387 16.392
H -23.117 -1.362 17.766
H -21.589 -3.041 16.923
C -17.383 -6.177 9.412
P -18.984 -5.255 9.168
C -18.273 -3.743 8.381
N -18.463 -3.739 7.070
C -17.815 -2.778 6.341
C -17.874 -2.774 4.925
C -17.164 -1.843 4.181
C -16.379 -0.847 4.808
C -16.285 -0.836 6.194
C -16.993 -1.794 6.999
N -16.925 -1.754 8.374
C -17.623 -2.655 9.048
P -17.802 -2.232 10.839
C -18.204 -0.408 10.906
C -16.033 -2.270 11.619
C -16.196 -2.115 13.152
C -15.322 -3.587 11.324
C -15.197 -1.079 11.044
C -19.716 -6.507 7.845
C -20.874 -5.820 7.127
C -20.235 -7.767 8.584
C -18.610 -6.889 6.852
H -16.639 -5.893 8.635
H -17.596 -7.246 9.409
H -17.025 -5.924 10.406
H -18.474 -3.534 4.455
H -17.161 -1.823 3.106
H -15.913 -0.068 4.206
H -15.658 -0.111 6.730
H -17.921 0.058 9.970
H -17.659 0.004 11.769
H -19.280 -0.295 11.017
H -16.755 -2.964 13.556
H -16.702 -1.198 13.476
H -15.202 -2.142 13.637
H -15.874 -4.437 11.763
H -14.345 -3.565 11.854
H -15.166 -3.722 10.246
H -15.427 -0.134 11.542
H -15.376 -0.976 9.976
H -14.119 -1.262 11.219
H -20.699 -4.753 6.973
H -21.791 -5.915 7.697
H -21.055 -6.295 6.154
H -20.895 -7.511 9.412
H -19.417 -8.423 8.936
H -20.789 -8.360 7.852
H -18.157 -5.968 6.415
H -19.094 -7.475 6.045
H -17.835 -7.511 7.312
Cl -22.373 -5.762 10.820
C -22.531 -4.347 9.809
C -21.492 -3.406 9.770
C -21.638 -2.314 8.881
Cl -20.363 -1.203 8.398
C -22.875 -2.005 8.317
Cl -23.115 -0.485 7.550
C -23.929 -2.938 8.422
Cl -25.426 -2.535 7.743
C -23.733 -4.153 9.114
Cl -24.981 -5.373 9.032
B -17.125 -6.264 14.062
C -17.934 -5.567 12.920
N -18.626 -4.992 12.166
H -16.175 -6.861 13.586
H -16.824 -5.368 14.793
H -17.907 -7.002 14.640
C -27.393 -5.278 11.495
C -26.186 -5.579 12.351
C -25.564 -4.533 13.067
C -24.571 -4.816 13.988
C -24.153 -6.160 14.159
N -23.199 -6.419 15.191
C -22.941 -7.638 15.842
O -23.088 -7.812 17.044
N -22.469 -8.685 15.045
C -21.419 -8.655 14.112
C -20.526 -9.739 14.052
C -19.549 -9.739 13.062
C -19.630 -8.738 12.087
N -20.450 -7.689 12.151
C -21.280 -7.605 13.185
C -24.713 -7.187 13.418
C -25.707 -6.886 12.498
H -27.202 -4.520 10.740
H -28.237 -4.925 12.117
H -27.724 -6.194 11.000
H -25.865 -3.509 12.894
H -24.100 -4.018 14.573
H -23.237 -5.687 15.882
H -22.382 -9.499 15.629
H -20.624 -10.539 14.763
H -18.813 -10.524 12.954
H -18.919 -8.756 11.271
H -21.918 -6.718 13.258
H -24.392 -8.220 13.539
H -26.177 -7.667 11.905
*
```

Properties
Kohn-Sham gap (eV): 6.34
LUMO (eV): -1.678
E_HOMO (eV): -8.01

Atom charges from the Löwdin analysis, given in e for atoms 1 to 2: Ti 0.95; O -0.28



Calculated largest force on an atom (eV/Å), listed in the same order as above: 0.61 2.54
Calculated energy relative to the best compared isomer or geometry (same formula, charge and spin) (kJ/mol), listed in the same order as above: 20.23 0.00